(1)
{"formula": "C5H11O3", "method": "ωB97M-V with the def2-TZVPD basis set", "s2": 0.757, "multiplicity": 2, "lumo_ev": [0.8, -4.2], "homo_energy_ev": [-10.12, -10.02], "elements": ["C", "C", "O", "H", "H", "H", "H", "H", "H", "C", "C", "C", "O", "O", "H", "H", "H", "H", "H"], "positions_angstrom": [[-1.6741, 0.5144, -1.8438], [-1.3797, -1.0578, -1.9809], [-0.8523, 0.9556, -0.8469], [-1.4915, 1.1745, -2.6810], [-2.7695, 0.6671, -1.7021], [-1.4579, -1.3605, -3.0916], [-1.1890, 0.6665, 0.2223], [-2.0883, -1.4513, -1.3864], [-0.4235, -1.4715, -1.6589], [1.2157, 0.6788, 1.3369], [2.3934, -0.2577, 1.1864], [0.0681, -0.0810, 2.0190], [0.3121, -0.9087, 2.9432], [-1.0769, 0.3066, 1.6312], [1.4577, 1.6835, 1.9727], [0.9229, 1.2910, 0.4389], [2.4328, -1.1880, 1.9027], [3.3008, 0.4160, 1.3641], [2.2992, -0.5777, 0.1742]], "atomic_forces_ev_per_a": [[-0.0657, -2.2612, -0.2287], [1.1738, 2.2668, -4.3729], [-0.4614, 0.7566, 4.7771], [0.5524, -0.2857, -0.6966], [0.4871, -0.2271, 0.4427], [-0.3756, 0.1317, 1.7606], [0.9686, 0.8759, -3.8319], [-2.6060, -2.0546, 1.6460], [0.2655, 0.9218, 0.1326], [-0.1307, 3.3859, 1.1672], [1.2482, 0.0946, 1.4293], [2.4666, -1.4929, 3.0613], [-1.3881, 2.1594, -2.6859], [-1.2527, -0.2088, 0.1080], [-0.6308, -2.6974, -0.4346], [0.1782, -1.5230, 0.2852], [-0.2859, 2.1585, -1.2760], [-0.8675, -1.3870, -0.5075], [0.7241, -0.6134, -0.7758]]}



(2)
{"formula": "C5H11O3SSi", "method": "ωB97M-V with the def2-TZVPD basis set", "total_charge": -1, "multiplicity": 1, "lumo_ev": 3.7, "homo_energy_ev": -4.35, "elements": ["C", "C", "C", "C", "C", "O", "O", "O", "Si", "S", "H", "H", "H", "H", "H", "H", "H", "H", "H", "H", "H"], "positions_angstrom": [[-2.5567, -1.3121, -1.3563], [-1.9813, -0.8610, -0.2035], [1.2134, 1.9176, -0.4289], [0.9571, -1.0196, 1.6191], [-1.3008, 0.4534, 0.0488], [-2.8501, 0.4226, 2.1515], [-0.7087, 1.3934, 2.2930], [-2.4431, 2.5627, 1.1679], [0.5579, 0.8992, 1.0039], [-1.9666, 1.2470, 1.4370], [-2.9407, -2.3481, -1.5622], [-2.7294, -0.6826, -2.1917], [-1.8139, -1.6170, 0.5178], [0.3968, 2.3794, -0.9616], [1.8515, 2.7646, -0.0726], [1.7626, 1.2541, -1.0381], [1.9460, -1.3600, 1.9143], [0.3525, -0.9849, 2.4652], [0.4369, -1.7627, 0.9473], [-1.3864, 1.0677, -0.8331], [1.5713, 1.4544, 2.0342]], "atomic_forces_ev_per_a": [[0.1873, -0.3362, 1.2149], [0.4826, -0.6997, -2.0544], [-0.2863, 1.5775, 1.0798], [-0.5938, 0.5510, -3.2072], [-0.2501, -0.6383, -0.2952], [-2.0384, -2.1736, 1.1362], [1.7898, -0.2056, -1.3723], [-0.4794, 1.3988, -1.0289], [0.8068, -1.8143, 2.9358], [-0.1307, 1.3083, 0.3907], [0.5815, 0.9836, 0.8644], [0.0168, 0.8514, -0.6542], [-0.1467, -0.5023, 1.0511], [-0.2366, -0.0414, -0.5292], [-0.2872, -0.9200, -0.1785], [0.7186, -0.6491, -1.0683], [0.1938, 0.2748, -0.2660], [-1.0487, 0.0848, 1.8244], [0.8241, 0.4866, 0.4987], [-0.1389, 0.4468, -0.1313], [0.0355, 0.0170, -0.2105]]}



(3)
{"formula": "C5H11O4", "method": "ωB97M-V with the def2-TZVPD basis set", "s2": 0.753, "multiplicity": 2, "lumo_ev": [0.4, -2.0], "homo_energy_ev": [-9.06, -9.06], "elements": ["C", "C", "C", "O", "O", "C", "C", "O", "O", "H", "H", "H", "H", "H", "H", "H", "H", "H", "H", "H"], "positions_angstrom": [[0.5616, -0.2470, 2.1818], [-0.0661, -0.0228, 0.7975], [-1.4160, -0.7431, 0.6362], [0.2521, -0.9935, 0.0531], [-3.3829, -2.4949, -3.0346], [0.3077, 1.3939, 0.0732], [1.7802, 1.2012, -0.3794], [1.8824, 0.1126, -1.2572], [0.2128, 2.5033, 0.9182], [1.3365, 0.4849, 2.3878], [-0.2690, -0.2990, 2.8672], [0.9686, -1.2358, 2.0196], [-1.6174, -1.7183, 1.1139], [-2.2558, -0.2226, 0.1760], [-2.9360, -2.2659, -2.2496], [-0.2563, 1.7162, -0.7724], [2.1304, 2.0377, -0.9818], [2.4474, 1.0787, 0.4859], [2.8045, -0.0344, -1.5184], [-0.6634, 2.8642, 1.1271]], "atomic_forces_ev_per_a": [[-0.3472, 0.7201, -0.7829], [-0.9138, 3.8706, 3.3454], [2.7929, 0.1473, -0.0068], [-3.2035, -4.4529, -4.3429], [-1.1596, -0.5669, -1.9749], [-0.3368, -1.0964, 1.0124], [0.3431, 0.6553, -0.0799], [0.3659, -0.8583, -0.6437], [0.9997, 0.9431, 1.4669], [-0.0820, 0.0016, 0.5339], [0.2675, 0.2819, 0.8278], [0.3636, -0.1829, 0.6187], [0.4147, 1.0248, 0.0625], [0.6401, -0.4402, -1.1591], [1.1986, 0.5731, 1.9833], [-0.7622, -1.0487, -1.1491], [-0.2381, 0.8222, 0.5985], [-0.2379, 0.1085, 0.0376], [-0.3813, 0.2990, 0.2440], [0.2762, -0.8010, -0.5917]]}



(4)
{"formula": "C5H11O4S2", "method": "ωB97M-V with the def2-TZVPD basis set", "total_charge": -1, "multiplicity": 1, "lumo_ev": 3.4, "smiles": "CC[C@H](O)O[S@](=O)([O-])=C(C)S", "homo_energy_ev": -3.79, "elements": ["C", "C", "C", "O", "O", "S", "O", "O", "C", "C", "S", "H", "H", "H", "H", "H", "H", "H", "H", "H", "H", "H"], "positions_angstrom": [[0.6776, 1.0828, -2.7117], [1.8258, 0.9985, -1.7912], [1.4646, 0.9279, -0.2953], [2.4480, 0.2725, 0.5020], [0.2142, 0.2090, -0.1445], [-0.5519, 0.1084, 1.3535], [-0.6982, 1.4851, 1.8275], [0.4138, -0.7616, 2.0535], [-2.2506, -0.6177, 1.2003], [-2.3280, -1.5805, 2.3329], [-2.1828, -1.5303, -0.4075], [0.8664, 0.4355, -3.6426], [0.3322, 2.0876, -2.9717], [-0.2091, 0.4972, -2.2928], [2.4520, 0.1849, -2.0120], [2.5334, 1.8233, -1.8873], [1.1741, 1.9497, 0.0660], [2.0597, -0.0105, 1.3741], [-3.3428, -2.0400, 2.2716], [-1.5392, -2.3708, 2.3399], [-2.3603, -1.0316, 3.3621], [-0.9991, -2.1193, -0.5267]], "atomic_forces_ev_per_a": [[-2.3097, -2.2311, -1.6228], [0.9310, 0.6698, 1.8486], [-1.6017, 0.0460, 1.8552], [-0.0688, 0.6562, -0.4383], [-0.8683, -0.3559, -0.1562], [0.3762, 0.8798, -0.3303], [0.6578, -1.0174, -0.1411], [-0.6917, 0.6431, 0.3350], [2.1351, 0.1873, -1.8045], [-0.7531, -0.2924, 2.2149], [-1.3160, 0.6493, 0.0721], [0.0096, 1.4411, 0.8985], [0.1681, -0.2003, -0.0393], [1.0320, 1.0616, -0.2410], [0.5606, -1.5918, -0.2104], [-0.1855, 0.3930, -0.0217], [0.8267, -0.5353, 0.0448], [-0.0867, 0.3850, -1.1558], [0.7435, 0.0336, -0.0691], [-0.5451, 0.3815, 0.2320], [0.3607, -0.8349, -1.6396], [0.6252, -0.3681, 0.3690]]}



(5)
{"formula": "C5H11O6", "method": "ωB97M-V with the def2-TZVPD basis set", "s2": 0.754, "multiplicity": 2, "lumo_ev": [0.6, -2.1], "homo_energy_ev": [-9.40, -9.39], "elements": ["C", "C", "O", "O", "C", "C", "C", "O", "O", "H", "H", "H", "H", "H", "H", "H", "H", "H", "H", "O", "O", "H"], "positions_angstrom": [[-4.7985, -0.6343, -0.2967], [-3.5929, 0.2535, -0.3003], [-3.6312, 1.4687, -0.3027], [-2.4224, -0.4428, -0.3000], [-1.2853, 0.4328, -0.2946], [0.0048, -0.3731, -0.2775], [1.2688, 0.4812, -0.2015], [2.3764, -0.4162, -0.0265], [3.4934, 0.3502, 0.1344], [-4.5279, -1.6919, -0.2954], [-5.4005, -0.3955, 0.5789], [-5.4036, -0.3982, -1.1708], [-1.3105, 1.0768, -1.1869], [-1.3221, 1.0844, 0.5921], [-0.0047, -1.0530, 0.5861], [0.0610, -0.9782, -1.1969], [1.3902, 1.0599, -1.1280], [1.1976, 1.1748, 0.6499], [4.7208, -0.3072, 0.8220], [5.5165, -0.8052, 1.2992], [6.4521, 0.2870, 1.3414], [7.2178, -0.1738, 0.9739]], "atomic_forces_ev_per_a": [[0.0479, -0.2082, -0.0021], [0.1409, 0.8846, -0.0045], [0.0292, -1.1988, 0.0018], [-0.0350, 0.5409, 0.0068], [0.7627, 0.6085, 0.0352], [0.0209, -0.8529, -0.2061], [-1.4677, 0.4815, -0.1221], [2.0567, 1.7074, 0.3831], [-2.3611, -0.9576, -0.5919], [-0.0640, 0.1927, -0.0004], [0.0319, -0.0300, 0.0291], [0.0284, -0.0310, -0.0306], [-0.1407, -0.1266, 0.2914], [-0.1599, -0.1429, -0.2845], [-0.0182, 0.0706, -0.2273], [-0.0648, 0.0042, 0.3608], [0.2765, -0.1813, 0.2789], [0.3760, -0.2673, -0.1930], [2.0517, -1.8056, 1.1744], [-1.9709, 1.2510, -0.9075], [0.3997, -0.2332, -0.0100], [0.0599, 0.2939, 0.0185]]}



(6)
{"formula": "C5H11OS", "method": "ωB97M-V with the def2-TZVPD basis set", "total_charge": -1, "multiplicity": 1, "lumo_ev": 3.2, "smiles": "CSCCCC[O-]", "homo_energy_ev": -2.36, "elements": ["C", "S", "C", "C", "C", "C", "O", "H", "H", "H", "H", "H", "H", "H", "H", "H", "H", "H"], "positions_angstrom": [[-2.8107, 0.4647, 0.7785], [-1.9370, 0.5436, -0.8099], [-0.2496, 1.0725, -0.3649], [0.4447, 0.1360, 0.6370], [1.0291, -1.0986, -0.0590], [2.2476, -0.6899, -0.9679], [2.8306, 0.4571, -0.6062], [-2.1538, 0.8197, 1.5679], [-3.6727, 1.1257, 0.7381], [-3.1411, -0.5496, 0.9872], [-0.2276, 2.1552, -0.2471], [0.2573, 0.8504, -1.3138], [1.2645, 0.5987, 1.1813], [-0.3260, -0.2519, 1.3140], [0.2530, -1.6353, -0.6024], [1.4117, -1.7125, 0.7528], [1.8399, -0.7225, -2.0284], [2.9402, -1.5632, -0.9571]], "atomic_forces_ev_per_a": [[0.0277, 0.3132, -0.2021], [-0.0915, -0.0356, 0.0411], [0.4053, -0.7789, -0.9179], [-0.7911, -0.3763, -0.1716], [0.5707, 0.7072, 0.3143], [-0.3002, -0.0173, -0.2698], [0.0198, 0.0938, 0.0010], [0.0281, -0.0938, 0.0866], [-0.1394, -0.0008, 0.0490], [0.0549, -0.0405, 0.1008], [0.1189, -0.1348, 0.5278], [0.0289, 0.4854, 0.0503], [-0.1434, 0.3196, -0.0971], [0.1981, 0.2553, 0.4085], [-0.0883, -0.2128, -0.0947], [-0.0256, -0.4327, 0.1312], [0.0728, 0.2305, 0.0532], [0.0544, -0.2815, -0.0104]]}



(7)
{"formula": "C5H11OS", "method": "ωB97M-V with the def2-TZVPD basis set", "s2": 0.754, "multiplicity": 2, "lumo_ev": [0.9, -1.7], "homo_energy_ev": [-8.45, -8.45], "elements": ["C", "O", "C", "C", "C", "S", "C", "H", "H", "H", "H", "H", "H", "H", "H", "H", "H", "H"], "positions_angstrom": [[0.6739, 0.4371, -2.3433], [0.2184, -0.5464, -3.1352], [0.0471, 0.3199, -0.9243], [0.7323, -0.7865, -0.0826], [0.7722, -0.7194, 1.4532], [-0.1823, 0.4996, 2.3913], [-1.7802, 0.5942, 1.6291], [1.7738, 0.4014, -2.2111], [0.6190, 1.4764, -2.6851], [0.0800, 1.2390, -0.3601], [-0.9942, 0.0441, -1.1306], [1.7551, -0.8433, -0.4757], [0.3429, -1.7731, -0.3547], [0.6125, -1.7333, 1.8469], [1.7685, -0.5267, 1.8775], [-1.8043, 0.3172, 0.5827], [-2.5109, -0.0070, 2.1735], [-2.1239, 1.6069, 1.7484]], "atomic_forces_ev_per_a": [[-0.0462, 0.4635, 2.2710], [0.4465, 0.1812, -0.7469], [0.1828, -0.8719, -0.2007], [0.3044, -0.2165, -0.7623], [0.3180, -0.6295, 0.7450], [0.7442, 0.2396, -0.1013], [-1.0336, -0.5931, 0.3382], [0.0931, -0.6543, -0.3532], [-0.5963, 0.0182, -0.8111], [0.0022, 0.5412, -0.0657], [0.1268, 0.2682, 0.2113], [0.1168, 0.0845, 0.4042], [-0.2668, 0.2486, -0.0334], [-0.5001, 0.2402, -0.1271], [-0.0085, 0.2919, -0.5679], [0.0718, 0.0702, 0.1066], [0.0636, -0.2253, -0.1276], [-0.0188, 0.5432, -0.1791]]}



(8)
{"formula": "C5H11P", "method": "ωB97M-V with the def2-TZVPD basis set", "multiplicity": 1, "lumo_ev": 0.9, "homo_energy_ev": -8.24, "elements": ["C", "C", "C", "C", "C", "P", "H", "H", "H", "H", "H", "H", "H", "H", "H", "H", "H"], "positions_angstrom": [[0.6264, -0.2758, -0.4669], [0.9679, -1.3703, -1.0836], [-0.0430, -2.5313, -1.0882], [-0.8974, 2.1363, -0.1821], [-0.1245, 0.7151, 2.0497], [-0.8168, 0.3389, 0.3780], [1.7028, 1.0986, -0.4885], [1.9247, -1.5713, -1.6062], [-0.9178, -2.3642, -1.7249], [-0.3114, -2.8073, -0.0841], [0.4859, -3.3087, -1.4394], [-1.2882, 2.2083, -1.2031], [-1.5529, 2.6875, 0.4003], [0.1157, 2.5151, -0.0343], [-0.8833, 1.3938, 2.2802], [0.1526, -0.1382, 2.5906], [0.8590, 1.2734, 1.7026]], "atomic_forces_ev_per_a": [[2.7782, 4.6605, -0.0658], [-0.5116, -1.1671, -0.4444], [-0.4693, 2.5016, 0.6078], [1.2210, -2.0581, -1.0668], [2.8771, 1.2553, -3.9890], [-0.8794, -0.0800, -0.0802], [-2.0274, -3.1728, -0.0011], [-0.6600, 0.5277, 0.5371], [0.1593, 0.1247, 0.2804], [-0.4855, 0.1527, 0.3964], [1.5479, -3.1291, -1.5227], [0.5520, -0.0495, 0.0550], [-1.3794, 0.8797, 1.4782], [0.0368, 0.2446, -0.4702], [-0.8272, 0.9622, 1.8562], [-0.2180, -0.9028, 1.1998], [-1.7147, -0.7496, 1.2291]]}



(9)
{"formula": "C5H11P", "method": "ωB97M-V with the def2-TZVPD basis set", "multiplicity": 1, "lumo_ev": 0.9, "smiles": "C=CC(C)(C)P", "homo_energy_ev": -9.19, "elements": ["C", "C", "C", "C", "C", "P", "H", "H", "H", "H", "H", "H", "H", "H", "H", "H", "H"], "positions_angstrom": [[-1.7510, -1.3061, -0.0643], [-0.5394, -1.1632, -0.6134], [0.2950, 0.0406, -0.2340], [0.4331, 1.1513, -1.2548], [-0.1393, 0.6692, 1.0905], [2.0296, -0.7543, 0.0905], [-2.3467, -2.1594, -0.3372], [-2.2987, -0.6880, 0.6663], [-0.1804, -1.7625, -1.4427], [1.2541, 1.9390, -1.1024], [0.6159, 0.7940, -2.1765], [-0.5822, 1.5901, -1.4705], [0.4806, 1.3966, 1.5740], [-0.4713, 0.0207, 1.8950], [-1.0153, 1.1668, 0.9756], [1.6894, -1.2324, 1.3937], [2.5265, 0.2975, 1.0102]], "atomic_forces_ev_per_a": [[-0.2866, -0.8393, -0.2846], [-1.2259, 2.0683, 0.4242], [2.0046, -0.2240, 1.9209], [-0.9667, 2.0333, 1.3520], [0.5448, -1.2436, 0.7701], [0.0400, 1.1599, 1.5133], [-0.1404, -0.3282, -0.2866], [1.0219, -0.0213, -0.3702], [-0.0847, -0.3091, 0.2192], [-1.4466, -1.0658, 0.4013], [1.1443, -1.7356, -3.3448], [0.8814, 0.2029, 0.8345], [1.0709, 0.2813, -0.2779], [0.6496, -0.9381, -0.0211], [-2.8957, 1.9315, -0.9897], [-0.2954, -0.7657, -0.5096], [-0.0155, -0.2066, -1.3510]]}



(10)
{"formula": "C5H11P", "method": "ωB97M-V with the def2-TZVPD basis set", "multiplicity": 1, "lumo_ev": [0.0, 0.2], "homo_energy_ev": [-7.46, -8.14], "elements": ["C", "C", "C", "C", "C", "P", "H", "H", "H", "H", "H", "H", "H", "H", "H", "H", "H"], "positions_angstrom": [[-2.1578, 1.0317, -1.2120], [-1.3643, 1.1664, -0.1836], [1.0335, 1.1326, 1.6222], [0.4454, -2.1839, -0.9655], [1.1257, 0.1945, 0.4641], [0.0673, -1.2236, 0.5846], [-2.9757, 1.6980, -1.4404], [-1.9081, 0.3992, -2.1913], [-1.3044, 1.9314, 0.5662], [1.9539, 1.3326, 2.2416], [0.2986, 0.8765, 2.2872], [0.7806, 2.1798, 1.2046], [0.0480, -3.1880, -0.8669], [1.5815, -2.0413, -0.9957], [-0.1025, -1.9012, -1.8471], [1.4955, 0.6065, -0.4242], [0.9828, -2.0112, 1.1562]], "atomic_forces_ev_per_a": [[1.1996, -1.0412, -2.7042], [0.0640, 0.1724, -0.9422], [2.3421, 2.9424, -1.6006], [0.9339, 0.8035, 0.2794], [-1.3607, 0.6558, 1.1811], [-1.3844, -0.3369, -0.9129], [-0.4231, 0.2273, 0.3991], [-0.4458, 0.8244, 2.5060], [-0.1105, -0.1114, 0.5554], [-0.4744, -0.5600, -0.7922], [-1.9756, -0.7454, 1.6904], [0.3380, -1.3658, 0.7558], [0.7089, -0.4674, 0.6052], [-1.6849, -0.8916, -0.7959], [0.2368, 0.9532, -0.5252], [0.7272, 0.1724, -1.2909], [1.3090, -1.2317, 1.5919]]}